[1]
The molecule C5H12N4O2 in a non-equilibrium geometry, computed with ωB97M-V/def2-TZVPD.

SMILES string: CNC(=O)NCNC(=O)NC
M in g mol⁻¹: 160.2
Calculated total energy in eV: -15434.35101
Energy relative to the best compared isomer or geometry (same formula, charge and spin) in kcal per mole: 27.90
LUMO energy in eV: 0.65

Atoms and positions in Å:
C1 3.23608 -0.34610 -1.55290
N1 3.11403 0.16902 -0.22270
C2 2.00326 0.05316 0.67415
O1 1.79401 0.70184 1.68662
N2 0.95466 -0.73532 0.09046
C3 -0.31162 -0.85955 0.87271
N3 -1.41220 -1.21956 0.05995
C4 -2.56225 -0.36413 -0.23690
O2 -3.72040 -0.64156 -0.36931
N4 -2.34314 1.03991 -0.07774
C5 -1.21938 1.91267 -0.46525
H1 4.10363 0.22775 -1.96395
H2 3.36172 -1.39050 -1.40787
H3 2.32143 -0.19748 -2.22595
H4 3.80208 0.85240 0.19356
H5 1.21170 -1.39730 -0.55610
H6 -0.12458 -1.60753 1.67528
H7 -0.48124 0.10778 1.26140
H8 -1.75714 -2.11659 -0.04246
H9 -3.26607 1.34069 -0.48845
H10 -1.59941 2.85526 -1.14412
H11 -0.54562 1.35033 -1.09787
H12 -0.68531 2.33840 0.55751

Here are the Mulliken charges for atoms 1 to 2, given in e:
1. C -0.844
2. N -0.162

[2]
The ion C6H6IN2 with charge +1 in a non-equilibrium geometry, computed with ωB97M-V/def2-TZVPD.

SMILES string: CC1=[N+]=C=NC(C)=C1I
M in g mol⁻¹: 233.0
Calculated total energy in eV: -17388.83599
Charge: +1
Energy relative to the best compared isomer or geometry (same formula, charge and spin) in kcal per mole: 38.97
LUMO energy in eV: -6.76

Atoms and positions in Å:
C1 -0.59627 -2.31031 -1.24654
C2 -0.07911 -0.95031 -1.12581
N1 0.31852 -0.34010 -2.23637
C3 0.69107 0.85377 -2.05508
N2 0.82864 1.77656 -1.20436
C4 0.49813 1.32424 0.10208
C5 0.67775 2.25688 1.13242
C6 0.08299 -0.02335 0.18152
I1 -0.70581 -0.80443 1.97500
H1 -0.18030 -3.16889 -0.53582
H2 -0.32614 -2.66407 -2.25241
H3 -1.71959 -2.11777 -1.01996
H4 0.12592 1.89713 2.10368
H5 0.26665 3.33265 0.67061
H6 1.76412 2.43301 1.44049

Here are the Mulliken charges for atoms 1 to 2, given in e:
1. C -1.115
2. C 0.777

[3]
A structure of composition C23H41CeFP2 in a non-equilibrium geometry, computed with ωB97M-V/def2-TZVPD.

2S+1: 2
M in g mol⁻¹: 538.6
Calculated total energy in eV: -58732.17629
Charge: +1
Energy relative to the best compared isomer or geometry (same formula, charge and spin) in kcal per mole: 65.50
LUMO energy (spin up / spin down) in eV: -2.31 / -2.30

Atoms and positions in Å:
Ce1 -1.41778 -1.47125 -0.50606
C1 -0.14367 0.81142 0.05669
C2 -1.14392 1.12039 -0.93358
C3 -2.22602 0.48103 1.01514
C4 -0.81646 0.38357 1.24616
C5 -2.43257 0.90411 -0.33915
C6 1.32531 1.05985 -0.02634
H1 1.91222 0.13308 -0.08353
H2 1.68524 1.58029 0.87332
H3 1.58253 1.66867 -0.90097
C7 -0.16517 -0.10888 2.49223
H4 0.88835 0.19338 2.52404
H5 -0.19531 -1.20914 2.56767
H6 -0.67174 0.28794 3.38328
C8 -3.28320 0.17666 2.01624
H7 -2.97999 0.52414 3.01333
H8 -3.48742 -0.90200 2.09860
H9 -4.22545 0.66737 1.74902
C9 -3.75145 1.16246 -0.98207
H10 -4.47188 1.53527 -0.24111
H11 -4.18336 0.25286 -1.42820
H12 -3.65034 1.90497 -1.78350
C10 -0.92132 1.66182 -2.30363
H13 -1.68643 2.41515 -2.54174
H14 -1.00814 0.88763 -3.08483
H15 0.06880 2.12976 -2.39786
C11 3.64005 -1.24217 -1.57933
C12 3.79585 -0.17007 -2.37400
C13 2.94864 0.08274 -3.58150
C14 2.82963 -1.13226 -4.53562
C15 1.44545 -1.79611 -4.59229
C16 0.59437 -1.49842 -3.36119
C17 1.15046 -1.81516 -1.94727
C18 2.60989 -2.30564 -1.80784
H16 3.38640 0.91108 -4.15890
H17 3.60884 -1.86688 -4.31559
H18 1.95670 0.44764 -3.27386
H19 2.85186 -2.93406 -2.67005
H20 4.31659 -1.43068 -0.73795
H21 4.55421 0.58548 -2.15642
H22 2.63108 -2.97707 -0.93328
H23 1.02928 -0.89191 -1.35670
H24 0.18933 -0.47052 -3.41955
H25 0.55868 -2.61513 -1.42920
H26 3.05163 -0.78896 -5.55390
H27 0.91545 -1.39842 -5.47889
P1 1.28125 -3.59416 -4.77615
C19 2.77238 -4.48252 -4.27515
C20 1.20531 -3.89443 -6.56441
P2 -1.11137 -2.55056 -3.32004
C21 -0.28184 -4.05084 -4.03577
C22 -2.05395 -1.87075 -4.71232
C23 -2.37146 -3.36796 -2.25962
H28 2.61343 -5.03211 -3.34064
H29 3.65088 -3.83265 -4.17786
H30 3.00042 -5.20877 -5.06711
H31 1.46889 -4.94840 -6.73966
H32 1.93527 -3.25983 -7.08901
H33 0.20082 -3.69789 -6.96227
H34 -2.80067 -4.19662 -2.83785
H35 -3.20139 -2.67212 -2.01480
H36 -1.93472 -3.82342 -1.34445
H37 -0.08541 -4.80833 -3.25552
H38 -0.91161 -4.52377 -4.81366
H39 -2.95464 -1.38071 -4.31158
H40 -2.36290 -2.67962 -5.39133
H41 -1.47533 -1.12565 -5.27548
F1 -1.71972 -2.92147 0.93020

Here are the Mulliken charges for atoms 1 to 2, given in e:
1. Ce 0.868
2. C 0.638